C6H9NS | wB97M-V/def2-TZVPD

Calculated values
2S+1: 1
Energy relative to the best compared isomer or geometry (same formula, charge and spin): 580.0 kJ/mol
Highest occupied orbital energy: -0.3049 hartree
LUMO energy: 0.2710 eV
Total charge: 0
Orbital gap: 8.57 eV

Each line ends with the natural charge from an NBO analysis.
Geometry (Å):
S1 3.16088 0.16324 0.89333  0.13
N1 2.17761 -0.81615 -0.13199  -0.56
C1 -2.26763 0.51860 -0.20086  -0.36
C2 -1.11080 0.03327 -0.86291  -0.21
C3 -0.03953 -1.04658 -1.06057  -0.46
C4 0.94218 -0.38679 -0.15039  0.29
C5 -1.05515 0.38114 0.70569  -0.27
C6 0.37910 0.81997 0.75248  -0.50
H1 -0.37404 -2.02233 -0.72979  0.24
H2 -2.87649 1.38791 -0.64476  0.22
H3 -2.99208 -0.10604 0.31734  0.22
H4 -0.84333 0.87166 -1.48586  0.19
H5 0.63063 1.80032 0.23317  0.24
H6 1.06415 0.86242 1.70874  0.26
H7 -1.29472 -0.42612 1.34653  0.20
H8 4.26684 -1.09518 1.42798  0.14
H9 0.23237 -0.93932 -2.11812  0.24

***

C24H27AsN2PSZr | wB97M-V/def2-TZVPD

Calculated values
2S+1: 1
Energy relative to the best compared isomer or geometry (same formula, charge and spin): 18.3 kJ/mol
Highest occupied orbital energy: -0.6228 hartree
LUMO energy: -9.9616 eV
Total charge: +3
Orbital gap: 6.98 eV

Each line ends with the natural charge from an NBO analysis.
Geometry (Å):
Zr1 0.09394 0.92389 -0.75411  1.86
As1 3.24125 -0.87775 -1.96308  1.51
S1 2.53021 1.02032 -1.10638  -0.52
P1 -0.03627 -0.38470 1.56878  0.87
N1 -0.10905 3.76975 -2.37122  -0.29
N2 -0.58618 2.53169 -2.10096  -0.51
C1 -2.19160 3.68410 1.01052  -0.14
C2 -1.32618 -1.43842 5.25086  -0.18
C3 0.99927 -1.71571 3.72889  -0.20
C4 3.02568 -2.26270 -0.64791  -0.95
C5 -2.92378 2.51903 0.81031  -0.15
C6 -0.85068 4.38304 -3.29660  0.08
C7 -2.09264 -2.90940 -1.70992  -0.18
C8 -2.16192 -3.34293 -0.38885  -0.13
C9 -2.33056 1.27518 1.00453  -0.22
C10 -0.10827 -1.03056 3.22792  -0.30
C11 -1.87537 3.52312 -3.65787  -0.29
C12 -1.27595 -0.88461 3.98460  -0.21
C13 -1.66990 2.38486 -2.90051  0.03
C14 -0.24817 2.37721 1.58741  -0.29
C15 -1.57885 -2.60600 0.63844  -0.14
C16 0.92838 -2.27194 4.99583  -0.19
C17 -0.99471 1.18499 1.43105  -0.40
C18 -0.91674 -1.42630 0.33488  -0.34
C19 5.08072 -0.59343 -2.42590  -0.94
C20 -0.80730 -0.98079 -1.01907  -0.62
C21 2.25854 -1.32509 -3.56466  -0.94
C22 -0.22847 -2.13207 5.75111  -0.13
C23 -0.85434 3.61577 1.38919  -0.15
C24 -1.42621 -1.73488 -2.02443  -0.16
H1 -2.65485 3.70566 -4.37711  0.29
H2 0.73660 4.11653 -1.94263  0.45
H3 1.33813 -0.74900 -3.60667  0.24
H4 -2.56440 -3.48908 -2.49212  0.26
H5 -2.21905 -1.32933 5.85113  0.25
H6 -0.28857 4.52349 1.55751  0.26
H7 -1.63950 -2.94892 1.66449  0.24
H8 -0.61015 5.37739 -3.63984  0.28
H9 2.03160 -2.39058 -3.55364  0.28
H10 1.99135 -2.60447 -0.65949  0.26
H11 -2.68502 -4.26067 -0.15307  0.26
H12 1.90509 -1.80297 3.14218  0.22
H13 5.14901 0.27764 -3.07521  0.28
H14 -0.27475 -2.56200 6.74257  0.25
H15 5.43343 -1.47983 -2.95494  0.28
H16 -3.96514 2.57716 0.52068  0.26
H17 0.78247 2.32645 1.93087  0.27
H18 3.69124 -3.08835 -0.90168  0.29
H19 -2.12722 -0.34283 3.59192  0.22
H20 -2.66593 4.64781 0.87721  0.26
H21 1.77846 -2.80513 5.39846  0.25
H22 3.29082 -1.86700 0.33038  0.27
H23 5.67322 -0.44146 -1.52557  0.28
H24 2.87724 -1.09651 -4.43083  0.28
H25 -2.25398 1.47545 -2.87115  0.25
H26 -1.38767 -1.41458 -3.06021  0.23
H27 -2.90731 0.36950 0.85395  0.26

***

C15H15FeN3O4P | wB97M-V/def2-TZVPD

Calculated values
<S²>: 6.01
2S+1: 5
Highest occupied orbital energy (alpha / beta): -0.1162 / -0.1181 hartree
LUMO energy (alpha / beta): 2.5144 / 2.5150 eV
Total charge: -1
Orbital gap (alpha / beta): 5.68 / 5.73 eV

Each line ends with the natural charge from an NBO analysis.
Geometry (Å):
Fe1 7.76812 9.20395 8.52378  1.48
P1 5.54863 8.45139 8.90444  2.38
O1 6.53554 7.43241 9.61657  -1.23
O2 5.75993 9.95553 9.51826  -1.26
O3 5.96695 8.71242 7.38195  -1.23
O4 4.09586 8.03230 9.10320  -1.21
N1 9.09853 7.81653 7.31809  -0.53
N2 8.90584 9.20562 10.39399  -0.54
N3 8.14413 10.99723 7.19374  -0.55
C1 10.05922 8.88301 12.79488  -0.17
C2 8.12764 8.90387 11.41700  0.07
C3 8.67685 5.67256 6.40562  -0.25
C4 8.28237 6.76397 7.15537  0.07
C5 10.79626 9.39923 11.74428  -0.28
C6 7.24111 12.20286 4.86867  -0.15
C7 9.94040 5.66528 5.79372  -0.16
C8 8.70144 8.63664 12.59840  -0.24
C9 8.53392 11.60362 4.95692  -0.28
C10 10.17698 9.49436 10.52402  0.05
C11 6.45459 12.17346 6.04591  -0.25
C12 10.72444 6.83322 5.93211  -0.27
C13 8.88874 10.95446 6.11695  0.05
C14 6.89888 11.47980 7.15120  0.08
C15 10.30382 7.82597 6.69235  0.02
H1 10.66042 9.87427 9.62286  0.19
H2 7.07414 8.67653 11.14843  0.32
H3 8.06708 8.23586 13.41210  0.22
H4 10.28092 4.80816 5.22259  0.21
H5 10.50922 8.82878 13.76981  0.21
H6 5.42896 12.49736 6.01745  0.22
H7 10.91408 8.72016 6.88807  0.19
H8 6.85150 12.62115 3.94659  0.21
H9 7.37950 6.90693 7.70263  0.30
H10 9.15580 11.44694 4.08068  0.21
H11 9.76586 10.38024 6.12916  0.18
H12 11.78777 9.86092 11.87037  0.21
H13 7.98786 4.80301 6.29021  0.23
H14 11.61188 6.87859 5.29874  0.21
H15 6.29618 11.33098 8.05563  0.29

***

C48H44F4N5O7Ta | wB97M-V/def2-TZVPD

Calculated values
2S+1: 1
Energy relative to the best compared isomer or geometry (same formula, charge and spin): 0.0 kJ/mol
Highest occupied orbital energy: -0.2873 hartree
LUMO energy: -0.1621 eV
Total charge: 0
Orbital gap: 7.66 eV

Each line ends with the Löwdin charge.
Geometry (Å):
Ta1 -1.30102 -1.55184 -1.42262  2.02
F1 1.13268 -5.67083 2.55638  0.09
F2 -2.17653 -5.03686 -1.68839  0.10
F3 -2.65224 -6.99370 0.09845  0.10
F4 1.58871 -3.69062 0.82570  0.10
O1 -4.85713 -1.80234 -3.89401  0.14
O2 -2.43804 -2.63962 0.00746  -0.10
O3 -1.79952 0.63468 -2.39354  -0.06
O4 -0.66093 -1.63225 0.66560  -0.09
O5 -2.44878 -0.07305 -0.45678  -0.10
O6 0.27229 0.97915 0.37679  0.12
O7 0.30509 -0.39066 -1.39850  -0.20
N1 -2.84211 -1.92439 -2.66027  -0.02
N2 -1.33385 3.28467 -2.56014  0.11
N3 -0.12454 -3.26027 -1.42124  -0.15
N4 -0.32925 -1.11948 3.25545  0.12
N5 -0.20495 -1.92606 -3.58072  -0.34
C1 0.31216 5.53931 -4.95795  -0.08
C2 -0.27396 -4.30790 -0.50703  -0.18
C3 -1.58855 -2.53819 4.74473  -0.01
C4 0.38765 0.74985 4.59571  -0.01
C5 -3.87308 3.63233 0.75311  -0.08
C6 3.30759 -1.67064 6.60706  -0.05
C7 -3.26520 -4.05242 3.86975  -0.08
C8 2.27934 -0.83635 5.89084  -0.23
C9 1.37012 5.82813 -2.80544  -0.23
C10 -1.35069 -5.18981 -0.64662  -0.16
C11 1.47958 -1.40019 4.88805  -0.17
C12 -0.55946 4.62008 -4.40347  -0.02
C13 1.19762 -2.25670 -3.23423  -0.17
C14 -2.52912 4.65772 -0.97515  -0.02
C15 0.51181 4.87564 -2.23920  -0.17
C16 1.24495 -3.04082 -1.91354  -0.18
C17 -0.76613 -6.37890 1.36093  0.08
C18 -3.53052 2.38886 0.27129  -0.01
C19 -2.31123 0.90863 -1.27137  -0.53
C20 -2.70276 2.25173 -0.84531  -0.07
C21 0.55237 -4.51334 0.60094  -0.15
C22 -1.59301 -6.19029 0.27154  -0.21
C23 1.66580 -2.83322 4.47534  -0.02
C24 -3.86995 -1.85922 -3.26890  -0.41
C25 3.09166 1.48088 -0.37304  -0.02
C26 2.13218 0.50722 6.21470  -0.05
C27 -2.97508 -3.62273 2.59811  -0.02
C28 1.99882 1.26972 -1.20669  -0.14
C29 1.20404 1.30492 5.56347  -0.08
C30 3.09028 2.51349 -2.95410  -0.07
C31 -0.25374 -0.75412 -4.46985  -0.07
C32 1.26358 6.14701 -4.15400  -0.06
C33 -2.55766 -3.49434 4.93857  -0.07
C34 -3.36202 4.76385 0.11745  -0.07
C35 -0.77634 -3.07610 -4.31709  -0.08
C36 0.77392 0.60146 -0.65689  -0.50
C37 -0.46689 4.29009 -3.05405  -0.22
C38 2.43759 6.47627 -1.96696  -0.04
C39 -2.17636 3.39841 -1.48532  -0.19
C40 4.18916 2.70451 -2.12937  -0.09
C41 -1.69025 -2.29577 0.99851  -0.52
C42 2.00263 1.78384 -2.49637  -0.03
C43 0.69223 4.48058 -0.80013  -0.02
C44 0.51686 -0.59540 4.26895  -0.20
C45 -1.97989 -2.66379 2.36717  -0.06
C46 0.31003 -5.53073 1.50602  -0.21
C47 -1.26128 -2.08921 3.44809  -0.17
C48 4.19165 2.18212 -0.84088  -0.07
H1 -1.28910 2.36830 -2.98000  0.11
H2 3.17050 5.73960 -1.62601  0.07
H3 -2.78141 -3.81073 5.95016  0.11
H4 1.63833 -2.82688 -4.05565  0.12
H5 0.23919 5.79493 -6.00713  0.10
H6 5.04198 3.26788 -2.48662  0.10
H7 -1.29097 -0.54343 -4.72328  0.09
H8 -0.35910 1.34090 4.08109  0.12
H9 -0.76880 -3.95763 -3.68106  0.08
H10 2.76072 0.93417 6.98736  0.11
H11 3.76036 -1.10714 7.42143  0.07
H12 1.75366 -1.32824 -3.13064  0.11
H13 1.13231 1.66438 -3.12695  0.10
H14 1.74141 -4.00736 -2.03206  0.13
H15 0.16510 0.10373 -3.95688  0.05
H16 -1.79727 -2.85857 -4.61219  0.07
H17 -0.95976 -7.16260 2.07853  0.14
H18 -1.07467 -2.10541 5.59212  0.12
H19 -4.52271 3.72971 1.61166  0.10
H20 -0.17550 -3.25738 -5.21299  0.10
H21 -3.89139 1.48751 0.74847  0.12
H22 0.29490 5.24487 -0.12597  0.10
H23 1.32215 -2.99542 3.45581  0.07
H24 1.10829 2.35167 5.82095  0.10
H25 -3.62396 5.74915 0.48300  0.11
H26 5.04702 2.33529 -0.19566  0.10
H27 2.96581 7.24054 -2.53512  0.08
H28 -1.33110 4.15131 -5.00142  0.11
H29 1.82898 -2.46538 -1.19297  0.11
H30 -4.02728 -4.79938 4.04185  0.10
H31 4.10731 -1.98403 5.93196  0.08
H32 -3.50239 -4.01931 1.73984  0.12
H33 2.86578 -2.57744 7.02400  0.08
H34 2.01436 6.94217 -1.07510  0.09
H35 1.10544 -3.51502 5.12115  0.09
H36 1.94033 6.87927 -4.57864  0.11
H37 3.06393 1.10614 0.64245  0.12
H38 -0.19540 -0.78422 2.31012  0.12
H39 3.06762 2.94654 -3.94626  0.11
H40 0.31454 -0.95120 -5.38420  0.10
H41 -2.14188 5.54519 -1.45850  0.12
H42 1.75283 4.35942 -0.57077  0.08
H43 0.19476 3.54420 -0.55975  0.07
H44 2.71473 -3.12312 4.52689  0.08

***

CrH16O8 | wB97M-V/def2-TZVPD

Calculated values
<S²>: 3.76
2S+1: 4
Energy relative to the best compared isomer or geometry (same formula, charge and spin): 0.0 kJ/mol
Highest occupied orbital energy (alpha / beta): -0.8637 / -0.8631 hartree
LUMO energy (alpha / beta): -14.5883 / -13.1467 eV
Total charge: +3
Orbital gap (alpha / beta): 8.91 / 10.34 eV

Each line ends with the natural charge from an NBO analysis.
Geometry (Å):
Cr1 -24.73975 19.22617 -23.18774  1.61
O1 -23.05689 19.38355 -24.38012  -0.91
O2 -22.98597 19.79785 -21.80580  -0.95
O3 -24.76253 17.87789 -21.52088  -0.91
O4 -25.61552 20.36621 -20.54547  -1.02
O5 -25.02504 21.22362 -23.08041  -0.88
O6 -26.72651 19.22696 -22.80611  -0.88
O7 -25.13699 17.35599 -24.07224  -0.89
O8 -25.50041 19.82664 -25.22439  -0.91
H1 -22.46067 18.66025 -24.64830  0.55
H2 -25.27176 16.49622 -23.63274  0.56
H3 -22.92761 19.87934 -20.84083  0.54
H4 -26.04283 20.56874 -25.54240  0.55
H5 -25.29568 21.26918 -20.40953  0.51
H6 -25.37155 18.11449 -20.80644  0.54
H7 -25.49789 19.19088 -25.95761  0.54
H8 -22.06497 19.75943 -22.10729  0.53
H9 -25.10331 21.92095 -23.75440  0.56
H10 -24.27459 17.10231 -21.19175  0.56
H11 -26.14912 20.19332 -19.74979  0.53
H12 -27.13743 19.60220 -22.00782  0.56
H13 -27.44089 18.75526 -23.27210  0.56
H14 -24.82910 17.13310 -24.96838  0.54
H15 -22.74490 20.16526 -24.87180  0.56
H16 -25.18755 21.66852 -22.24097  0.54

***

C2H2CaFLiO2 | wB97M-V/def2-TZVPD

Calculated values
2S+1: 1
Energy relative to the best compared isomer or geometry (same formula, charge and spin): 268.3 kJ/mol
Highest occupied orbital energy (alpha / beta): -0.7262 / -0.7087 hartree
LUMO energy (alpha / beta): -11.3044 / -10.6540 eV
Total charge: +2
Orbital gap (alpha / beta): 8.46 / 8.63 eV

Each line ends with the natural charge from an NBO analysis.
Geometry (Å):
Ca1 1.78496 -0.06128 0.83345  1.87
F1 1.39162 -1.37645 2.05622  -0.89
O1 0.57535 0.42324 -1.01340  -0.79
O2 -0.54707 -0.44812 0.60674  -0.70
C1 -1.88805 0.49364 -1.00909  0.19
C2 -0.63780 0.27829 -0.39069  0.54
Li1 -0.03791 -2.31517 1.38203  0.98
H1 0.64140 0.59401 -1.96731  0.57
H2 -2.77891 0.55899 -0.36379  0.23